# 1
{"formula": "C52H34F5LaN4OS2", "method": "the ωB97M-V functional and the def2-TZVPD basis", "symbols": ["La", "C", "C", "C", "C", "C", "C", "C", "C", "C", "C", "C", "C", "C", "C", "C", "C", "C", "C", "C", "N", "C", "C", "C", "C", "C", "C", "C", "C", "C", "C", "C", "C", "N", "C", "C", "C", "C", "C", "N", "C", "C", "C", "C", "C", "C", "C", "C", "N", "H", "H", "H", "H", "H", "H", "H", "H", "H", "H", "H", "H", "H", "H", "H", "H", "H", "H", "H", "H", "H", "H", "H", "H", "H", "H", "H", "H", "C", "S", "C", "O", "H", "H", "H", "H", "H", "H", "F", "C", "C", "F", "C", "F", "C", "S", "C", "F", "C", "F"], "xyz": [[-0.22720, 0.15640, -0.02370], [6.23760, 4.11390, 2.17890], [5.99170, 2.83390, 2.64680], [4.84480, 2.16700, 2.25850], [3.93120, 2.77420, 1.40090], [4.18030, 4.05870, 0.93910], [5.33160, 4.72280, 1.32690], [2.71880, 2.00040, 1.01730], [1.56330, 2.23360, 1.77520], [1.47920, 3.21570, 2.81960], [0.20880, 3.18720, 3.29760], [-0.50210, 2.16370, 2.57380], [-1.81140, 1.65930, 2.82330], [-2.92870, 2.46290, 3.31760], [-2.83880, 3.76650, 3.82360], [-3.94980, 4.43580, 4.29970], [-5.20330, 3.84630, 4.27350], [-5.33530, 2.59960, 3.68690], [-4.22920, 1.93910, 3.19180], [-2.06120, 0.25750, 2.68230], [-1.48000, -0.58030, 1.79110], [-1.85130, -1.86140, 2.10720], [-1.47340, -3.01820, 1.41450], [-2.00020, -4.29710, 1.95020], [-1.13970, -5.10720, 2.68370], [-1.59830, -6.28530, 3.24420], [-2.91860, -6.66650, 3.06610], [-3.77660, -5.87070, 2.32520], [-3.32300, -4.68310, 1.77530], [-0.57490, -3.12420, 0.33770], [-0.32240, -4.33060, -0.41080], [0.67050, -4.05010, -1.29430], [1.06460, -2.68230, -1.06750], [0.24860, -2.13910, -0.11660], [2.18420, -2.03540, -1.62430], [2.66920, -0.77890, -1.21150], [3.98780, -0.26520, -1.48110], [4.15040, 0.83940, -0.70710], [2.92420, 1.02920, 0.02370], [2.04400, 0.05170, -0.32950], [3.01430, -2.78150, -2.59460], [3.24030, -2.27040, -3.86990], [4.04820, -2.94820, -4.76450], [4.63560, -4.14940, -4.40250], [4.41680, -4.66420, -3.13650], [3.61680, -3.98540, -2.23620], [-2.68690, -1.82340, 3.27910], [-2.83510, -0.51730, 3.61890], [0.35670, 1.59600, 1.68120], [7.13300, 4.63480, 2.48320], [6.68660, 2.36030, 3.32600], [4.63460, 1.17260, 2.62410], [3.46720, 4.53200, 0.27870], [5.51870, 5.72730, 0.97290], [2.28910, 3.83820, 3.14540], [-0.14300, 3.74280, 4.14120], [-1.89960, 4.28590, 3.83720], [-3.83170, 5.42910, 4.70550], [-6.06380, 4.36540, 4.67100], [-6.31030, 2.14210, 3.60560], [-4.37220, 1.00460, 2.67600], [-0.11480, -4.78970, 2.81720], [-0.92710, -6.90080, 3.82550], [-3.27760, -7.58190, 3.51120], [-4.80480, -6.16820, 2.18120], [-3.98890, -4.05590, 1.20170], [-0.85360, -5.25760, -0.29330], [1.09610, -4.70960, -2.02750], [4.71000, -0.71850, -2.13150], [5.01520, 1.46730, -0.64390], [2.77310, -1.33620, -4.14680], [4.22430, -2.54100, -5.74860], [5.26050, -4.68090, -5.10490], [4.87550, -5.59790, -2.84610], [3.47230, -4.37520, -1.23930], [-3.08850, -2.67040, 3.80130], [-3.35930, -0.12520, 4.46940], [0.28110, 0.94550, -4.36900], [0.09110, -0.60660, -3.41120], [-0.90460, -1.48920, -4.67750], [-0.88810, -0.29040, -2.33150], [0.92440, 0.73780, -5.21690], [0.74870, 1.67880, -3.71480], [-0.68380, 1.31560, -4.69680], [-0.29180, -1.64990, -5.55610], [-1.78910, -0.91220, -4.91980], [-1.19820, -2.44330, -4.25310], [-5.47040, 4.44860, -2.32520], [-4.21400, 4.04990, -2.06960], [-3.96800, 2.84770, -1.41630], [-4.98650, 2.06620, -1.02520], [-2.66710, 2.45260, -1.17030], [-2.47870, 1.27380, -0.46590], [-1.54170, 3.18590, -1.58520], [0.06910, 2.67230, -1.36240], [-1.83300, 4.41100, -2.22830], [-0.81700, 5.18680, -2.62710], [-3.12630, 4.84010, -2.45520], [-3.34880, 6.01640, -3.05590]], "forces_ev_per_a": [[-2.28, 0.77, -2.25], [0.06, 0.04, 0.01], [0.06, -0.04, 0.10], [-0.08, 0.08, -0.06], [0.13, 0.03, 0.08], [-0.14, -0.06, -0.05], [0.09, 0.17, 0.02], [-0.36, 0.03, 0.22], [0.18, -0.07, -0.03], [-0.36, 0.07, 0.08], [0.34, 0.29, -0.11], [-0.01, -0.26, -0.25], [0.65, -0.56, -0.15], [-0.55, 0.27, 0.20], [0.12, -0.08, -0.01], [-0.04, 0.02, 0.08], [0.02, 0.00, -0.02], [-0.14, 0.09, 0.08], [0.16, 0.08, -0.03], [0.18, 0.12, -0.12], [-0.64, -0.43, 1.58], [0.11, -0.28, -0.11], [-0.20, 0.39, 0.19], [-0.07, -0.09, 0.05], [-0.06, 0.00, -0.07], [0.03, -0.03, 0.05], [-0.02, -0.08, 0.03], [-0.07, 0.00, 0.03], [0.11, -0.04, -0.02], [0.30, 0.03, -0.22], [0.00, 0.13, -0.05], [-0.11, 0.04, -0.03], [0.05, -0.05, 0.03], [0.55, -1.67, 0.37], [-0.07, 0.09, 0.51], [0.16, -0.15, 0.00], [-0.12, 0.08, 0.09], [-0.23, -0.09, -0.11], [0.11, -0.25, -0.17], [2.02, -0.15, 0.17], [0.05, -0.11, -0.07], [-0.05, -0.03, 0.11], [0.05, -0.03, -0.13], [0.01, 0.00, -0.08], [0.05, -0.12, 0.01], [0.00, 0.09, -0.02], [-0.06, 0.29, 0.06], [-0.08, -0.40, -0.03], [0.65, 0.87, 1.80], [0.07, 0.07, 0.02], [0.06, -0.03, 0.01], [0.01, -0.12, 0.03], [-0.06, 0.03, -0.06], [0.01, 0.03, -0.05], [0.13, 0.10, 0.15], [-0.09, 0.12, 0.12], [0.08, 0.04, 0.02], [0.03, 0.11, 0.01], [-0.04, 0.03, -0.01], [-0.08, -0.04, -0.07], [-0.08, -0.03, -0.05], [0.08, -0.02, 0.03], [0.03, -0.06, 0.04], [-0.05, -0.10, 0.02], [-0.08, -0.04, 0.00], [-0.07, 0.09, -0.05], [-0.02, -0.12, 0.04], [0.05, -0.11, -0.06], [0.14, -0.06, -0.13], [0.23, 0.13, 0.06], [0.05, 0.10, -0.04], [0.00, 0.06, -0.11], [0.06, -0.03, -0.05], [0.06, -0.07, 0.03], [-0.04, -0.02, 0.08], [-0.03, -0.18, 0.05], [-0.05, 0.05, 0.11], [0.18, -0.50, 0.38], [-0.40, 0.46, -2.25], [0.43, 0.15, 0.60], [-0.70, -0.23, -0.13], [0.10, -0.12, -0.19], [-0.03, -0.06, 0.07], [-0.22, -0.07, 0.04], [0.16, -0.01, -0.15], [-0.07, 0.23, 0.05], [0.05, -0.12, 0.11], [0.27, -0.09, 0.09], [0.30, 0.01, 0.02], [-0.19, -0.01, 0.04], [0.10, 0.20, -0.06], [0.45, 0.23, -0.11], [-0.63, 0.86, -0.49], [-1.06, 0.21, -0.16], [0.95, 0.73, -0.14], [-0.01, -0.48, 0.28], [-0.25, -0.03, -0.02], [-0.28, -0.14, 0.05], [-0.02, -0.18, 0.05]], "mulliken_charge": [-0.012, -0.355, -0.871, 0.335, -0.948, 0.271, -0.875, 0.661, 0.507, -1.398, -1.634, 1.158, 0.472, 0.697, -0.342, -1.010, -0.446, -1.057, -0.369, 0.235, 0.211, 0.662, 0.729, -0.798, 0.207, -0.925, -0.347, -0.909, 0.227, 0.427, -1.400, -1.540, 0.280, 0.504, 1.241, 0.764, -1.470, -1.759, 0.638, 0.381, -0.132, -0.023, -1.032, -0.490, -0.903, -0.274, -1.327, -1.273, 0.353, 0.383, 0.380, 0.490, 0.524, 0.395, 0.548, 0.578, 0.260, 0.433, 0.404, 0.393, 0.589, 0.475, 0.379, 0.390, 0.391, 0.472, 0.582, 0.737, 0.592, 0.563, 0.496, 0.425, 0.401, 0.402, 0.583, 0.568, 0.721, -1.193, 1.108, -1.423, -0.760, 0.479, 0.226, 0.418, 0.434, 0.431, 0.343, -0.314, 0.647, -0.287, -0.324, -0.420, -0.039, 1.098, -0.476, -0.084, -0.324, 0.164, -0.299], "orbital_gap_ha": [0.1934, 0.1935], "charge": 0, "multiplicity": 1, "energy_ev": -98602.7096, "relative_energy_ev": 1.964, "lumo_ev": [-1.5, -1.5]}

# 2
{"formula": "C52H38AuN4OS", "method": "the ωB97M-V functional and the def2-TZVPD basis", "symbols": ["Au", "C", "C", "C", "C", "C", "C", "C", "C", "C", "C", "C", "N", "C", "C", "C", "C", "C", "C", "C", "C", "C", "C", "C", "C", "C", "N", "C", "C", "C", "C", "C", "C", "C", "C", "C", "C", "C", "C", "N", "C", "C", "N", "C", "C", "C", "C", "C", "C", "H", "H", "H", "H", "H", "H", "H", "H", "H", "H", "H", "H", "H", "H", "H", "H", "H", "H", "H", "H", "H", "H", "H", "H", "H", "H", "H", "H", "C", "C", "C", "C", "C", "C", "C", "S", "C", "O", "H", "H", "H", "H", "H", "H", "H", "H", "H", "H"], "xyz": [[-0.87493, -0.28291, 0.55007], [0.10041, -5.16233, -5.31798], [-1.11886, -4.56002, -5.03546], [-1.23559, -3.69805, -3.95602], [-0.13643, -3.44668, -3.13877], [1.08262, -4.05137, -3.42579], [1.20118, -4.90542, -4.51428], [-0.27665, -2.50555, -1.99464], [-0.05889, -2.92870, -0.73147], [0.36929, -4.25813, -0.33930], [0.61007, -4.24191, 0.97891], [0.27062, -2.92014, 1.47159], [-0.12201, -2.14843, 0.43004], [0.24233, -2.57756, 2.82410], [-0.38214, -1.42763, 3.31370], [-0.60469, -1.13322, 4.67844], [-1.36949, 0.00739, 4.73341], [-1.57472, 0.42590, 3.40950], [-2.22760, 1.66465, 3.02756], [-2.89871, 2.43885, 4.10541], [-2.15488, 3.17889, 5.02116], [-2.79393, 3.90013, 6.01748], [-4.17945, 3.88206, 6.11030], [-4.92404, 3.14294, 5.20370], [-4.28650, 2.42209, 4.20376], [-2.17863, 2.18210, 1.78272], [-1.61269, 1.58618, 0.65361], [-1.56299, 2.51346, -0.32756], [-1.10791, 2.32218, -1.63387], [-0.98827, 3.51646, -2.50878], [-1.80526, 3.68168, -3.62467], [-1.67036, 4.80367, -4.42920], [-0.72053, 5.76905, -4.12668], [0.09032, 5.61574, -3.01037], [-0.04610, 4.49657, -2.20320], [-0.80863, 1.06216, -2.16414], [-0.55320, 0.77176, -3.52214], [-0.42339, -0.59386, -3.63321], [-0.54697, -1.12254, -2.34057], [-0.79339, -0.12455, -1.45404], [-2.15177, 3.74787, 0.15959], [-2.55739, 3.53388, 1.41841], [-0.99194, -0.44927, 2.55210], [0.82197, -3.54241, 3.79364], [2.19825, -3.75467, 3.82576], [2.74621, -4.66347, 4.71823], [1.92328, -5.37144, 5.58289], [0.55114, -5.16529, 5.55579], [0.00167, -4.25301, 4.66749], [0.19219, -5.83046, -6.16407], [-1.98202, -4.76101, -5.65646], [-2.18427, -3.22150, -3.73985], [1.94264, -3.84819, -2.79843], [2.15510, -5.36782, -4.73285], [0.47315, -5.08598, -1.02054], [0.94784, -5.05219, 1.60376], [-0.23380, -1.72272, 5.50031], [-1.74447, 0.51333, 5.60704], [-1.07379, 3.19109, 4.94595], [-2.21114, 4.47868, 6.72217], [-4.67698, 4.44273, 6.89045], [-6.00374, 3.12746, 5.27250], [-4.86593, 1.84350, 3.49431], [-2.55383, 2.93333, -3.85479], [-2.31275, 4.92691, -5.29125], [-0.61758, 6.64342, -4.75544], [0.82686, 6.37086, -2.76713], [0.57979, 4.37456, -1.32531], [-0.48290, 1.50830, -4.30457], [-0.21658, -1.17009, -4.51903], [-2.24371, 4.64529, -0.42941], [-3.03913, 4.22314, 2.09308], [2.83906, -3.19720, 3.15240], [3.81698, -4.81837, 4.74031], [2.35082, -6.08237, 6.27771], [-0.09415, -5.71604, 6.22756], [-1.06971, -4.09393, 4.64183], [3.33498, -0.22949, -5.23657], [3.05488, 0.34644, -3.87638], [2.91139, -0.48194, -2.76559], [2.62868, 0.03857, -1.51306], [2.48951, 1.41166, -1.37219], [2.62099, 2.25811, -2.46160], [2.91008, 1.72065, -3.70595], [2.13109, 2.08983, 0.23964], [3.81591, 2.18277, 0.83643], [1.48586, 1.00401, 1.05233], [3.29659, -1.31822, -5.21952], [4.32348, 0.06952, -5.58961], [2.60716, 0.12581, -5.96802], [3.00907, -1.55482, -2.89083], [2.49480, -0.60541, -0.65019], [2.49329, 3.32851, -2.34524], [3.00558, 2.37871, -4.56201], [4.23630, 1.17741, 0.82260], [3.78228, 2.57415, 1.85118], [4.37975, 2.85192, 0.18716]], "forces_ev_per_a": [[0.02, -0.03, 0.02], [0.01, -0.01, 0.00], [-0.02, 0.02, 0.02], [-0.01, -0.06, -0.08], [-0.07, 0.11, 0.14], [0.05, -0.05, -0.04], [0.00, 0.01, 0.02], [-0.01, -0.05, -0.18], [0.07, -0.06, 0.20], [-0.02, 0.01, -0.18], [0.03, 0.06, 0.19], [-0.04, -0.08, -0.21], [-0.02, 0.00, 0.00], [0.00, 0.05, 0.07], [-0.09, -0.02, 0.08], [0.12, -0.09, 0.02], [-0.08, 0.12, 0.00], [0.04, -0.07, -0.01], [0.04, -0.03, 0.04], [-0.08, 0.01, 0.06], [0.04, -0.03, -0.03], [-0.02, 0.00, 0.01], [0.01, 0.00, 0.01], [-0.01, 0.01, 0.01], [0.00, 0.02, -0.03], [-0.01, 0.05, -0.13], [0.06, -0.01, -0.06], [-0.12, 0.01, 0.26], [0.06, -0.01, -0.11], [-0.05, -0.01, -0.03], [0.01, 0.01, -0.02], [0.00, 0.00, -0.01], [0.00, 0.00, 0.00], [-0.01, 0.01, -0.01], [-0.02, 0.03, 0.05], [0.02, -0.04, -0.03], [-0.01, 0.12, 0.00], [0.05, -0.08, 0.03], [0.01, 0.11, 0.00], [-0.03, -0.01, -0.02], [0.08, 0.01, -0.19], [-0.06, -0.02, 0.22], [0.01, 0.04, -0.05], [0.02, -0.04, 0.06], [-0.01, 0.01, -0.05], [0.00, -0.02, 0.01], [0.00, 0.00, 0.00], [0.00, 0.00, 0.01], [0.00, 0.01, -0.02], [-0.01, 0.01, 0.00], [0.01, 0.00, 0.00], [0.01, 0.00, 0.00], [-0.01, 0.01, 0.00], [-0.01, 0.00, 0.00], [-0.01, 0.00, 0.01], [-0.02, 0.02, 0.00], [-0.02, 0.04, -0.01], [0.02, -0.01, -0.01], [-0.01, 0.00, 0.00], [0.00, 0.00, -0.01], [0.00, 0.00, -0.01], [0.00, -0.01, 0.00], [0.01, 0.00, 0.01], [0.00, 0.01, 0.00], [0.00, 0.00, 0.01], [0.00, 0.00, 0.00], [-0.01, -0.01, 0.00], [-0.03, 0.02, -0.01], [-0.01, -0.03, 0.00], [0.01, 0.02, 0.00], [-0.01, -0.01, 0.02], [0.01, 0.00, -0.02], [-0.01, -0.01, 0.01], [-0.01, 0.01, 0.00], [0.00, 0.01, -0.01], [0.00, 0.00, -0.01], [0.01, -0.01, -0.01], [0.01, 0.00, 0.01], [-0.02, -0.04, 0.00], [-0.01, -0.04, -0.02], [-0.06, 0.05, -0.02], [0.07, -0.17, 0.09], [0.06, 0.05, -0.01], [-0.01, 0.03, -0.01], [-0.22, 0.01, 0.05], [0.07, -0.02, -0.02], [0.15, 0.08, -0.11], [0.00, 0.01, 0.00], [-0.01, -0.01, 0.00], [0.00, 0.00, 0.01], [0.00, 0.02, 0.00], [0.00, 0.01, -0.01], [0.02, -0.05, -0.01], [0.01, 0.00, 0.01], [0.01, 0.03, 0.01], [0.00, 0.00, 0.00], [0.02, -0.01, 0.02]], "mulliken_spin": [-0.006, 0.010, 0.000, 0.034, 0.056, 0.024, -0.005, 0.053, -0.036, 0.078, -0.050, 0.145, 0.126, 0.110, 0.008, 0.152, -0.028, 0.228, 0.075, 0.019, 0.027, 0.004, 0.002, 0.002, 0.012, 0.008, 0.129, 0.114, 0.104, 0.042, 0.037, -0.005, 0.008, -0.003, 0.031, 0.016, 0.141, 0.007, 0.221, 0.001, -0.034, 0.057, -0.001, 0.021, 0.032, 0.001, 0.006, -0.001, 0.027, 0.001, 0.000, -0.001, 0.001, 0.000, 0.005, 0.002, 0.006, -0.004, -0.001, 0.000, 0.000, 0.000, -0.002, -0.003, 0.000, 0.000, 0.000, 0.000, -0.006, -0.003, 0.003, 0.005, -0.001, 0.000, 0.000, 0.001, -0.002, 0.000, -0.004, 0.002, 0.007, -0.001, 0.001, 0.003, -0.002, 0.002, -0.001, 0.000, 0.000, 0.000, -0.004, 0.001, -0.001, 0.000, 0.000, 0.000, 0.000], "orbital_gap_ha": [0.1765, 0.1766], "charge": 1, "s2": 2.070, "multiplicity": 3, "energy_ev": -77070.2052, "lumo_ev": [-3.5, -5.4]}